# C24H36AuP2Si

A structure of composition C24H36AuP2Si (ωB97M-V/def2-TZVPD, the Open Molecules 2025 dataset).

Geometry as XYZ:
```
64
Properties=species:S:1:pos:R:3
C -0.364 -1.266 -1.622
C 0.821 -0.903 -0.883
C 0.895 -1.785 0.291
H 1.626 -0.297 -1.286
C -0.203 -2.714 0.174
C -0.963 -2.381 -0.975
H -1.841 -2.932 -1.342
H -0.684 -0.808 -2.573
H 1.763 -1.940 0.933
H -0.379 -3.571 0.837
Au -0.008 0.175 1.017
C 3.915 3.053 0.707
H 4.134 2.303 1.469
H 3.360 3.874 1.194
H 4.875 3.444 0.327
Si 3.186 2.278 -0.806
C 2.812 2.921 -2.502
C 2.091 2.120 -3.425
H 2.068 1.030 -3.328
C 1.338 2.725 -4.441
H 0.727 2.088 -5.089
C 1.379 4.111 -4.599
H 0.729 4.587 -5.331
C 2.297 4.865 -3.847
H 2.443 5.922 -4.069
C 3.007 4.287 -2.790
H 3.651 4.879 -2.132
C 3.883 0.572 -1.070
C 4.386 0.282 -2.338
H 4.345 1.029 -3.127
C 4.887 -0.987 -2.643
H 5.228 -1.195 -3.658
C 4.949 -1.972 -1.654
H 5.354 -2.975 -1.880
C 4.472 -1.673 -0.368
H 4.512 -2.439 0.409
C 3.911 -0.421 -0.081
H 3.457 -0.239 0.897
H 1.884 1.715 0.039
H 1.499 1.903 -0.783
C -1.290 0.412 4.264
P -1.742 -0.044 2.573
C -2.419 -1.729 2.524
C -3.112 1.088 2.067
C -2.682 2.229 1.125
P -0.868 2.347 0.861
C -0.764 3.200 -0.742
C -0.259 3.514 2.120
H -1.072 -0.500 4.821
H -2.136 0.922 4.738
H -0.410 1.061 4.266
H -3.172 -1.842 3.321
H -2.888 -1.912 1.543
H -1.609 -2.461 2.674
H -3.869 0.431 1.604
H -3.548 1.461 3.005
H -3.101 2.084 0.118
H -3.025 3.220 1.457
H -1.643 3.861 -0.828
H 0.147 3.813 -0.840
H -0.796 2.483 -1.573
H -0.503 3.181 3.139
H 0.836 3.635 2.051
H -0.731 4.493 1.934
```

Properties
HOMO (spin up / spin down) ... -7.26 / -10.42 eV
Energy relative to the best compared isomer or geometry (same formula, charge and spin) ... 19.7 kcal/mol
⟨S²⟩ ... 2.03
Frontier orbital gap (spin up / spin down) ... 5.2 / 6.3 eV
Total charge ... +1
LUMO energy (spin up / spin down) ... -2.061 / -4.121 eV
Multiplicity ... 3

Atom charges from the Löwdin analysis, given in e for atoms 1 to 4: C -0.101; C -0.258; C -0.284; H 0.048



# C10H15CrF12NO14S4

A structure of composition C10H15CrF12NO14S4 (ωB97M-V/def2-TZVPD, the Open Molecules 2025 dataset).

Geometry as XYZ:
```
57
Properties=species:S:1:pos:R:3
Cr 0.246 -0.020 0.198
C -2.807 2.820 -1.238
F -3.659 3.235 -2.169
F -2.204 3.902 -0.787
F -3.478 2.187 -0.295
S -1.567 1.665 -2.081
O -1.082 0.822 -0.980
O -2.382 0.920 -3.005
O -0.506 2.477 -2.592
C 2.364 3.782 -1.374
F 3.491 4.496 -1.378
F 1.395 4.702 -1.480
F 2.324 2.976 -2.417
S 2.217 2.838 0.241
O 3.402 2.049 0.378
O 2.001 3.818 1.291
O 1.036 1.980 0.038
C 2.476 -0.453 -3.759
F 1.525 0.475 -3.855
F 2.000 -1.601 -4.198
F 3.501 -0.055 -4.512
S 2.964 -0.528 -1.913
O 4.144 0.292 -1.776
O 1.778 -0.077 -1.154
O 3.213 -1.944 -1.692
C -1.574 0.886 4.248
F -2.343 1.643 4.995
F -0.605 0.270 4.938
F -2.344 -0.047 3.669
S -0.732 1.916 2.877
O 0.262 2.730 3.548
O -0.219 0.871 1.948
O -1.858 2.629 2.284
C -2.998 -1.206 0.653
O -1.614 -1.161 0.978
C -1.354 -2.154 2.001
C 0.064 -1.973 2.477
N 1.049 -1.582 1.446
C 1.508 -2.775 0.694
C 0.639 -3.098 -0.514
O -0.041 -1.860 -0.896
C -0.835 -2.056 -2.062
H -3.393 -2.222 0.559
H -3.149 -0.758 -0.328
H -3.537 -0.653 1.424
H -1.520 -3.158 1.600
H -2.038 -2.024 2.840
H 0.387 -2.806 3.107
H 0.037 -1.139 3.185
H 1.873 -1.415 2.021
H 1.671 -3.643 1.335
H 2.479 -2.491 0.279
H -0.154 -3.797 -0.238
H 1.157 -3.349 -1.437
H -1.406 -2.991 -2.071
H -0.232 -2.083 -2.971
H -1.575 -1.260 -2.083
```

Properties
HOMO (spin up / spin down) ... -6.68 / -6.70 eV
⟨S²⟩ ... 3.77
Frontier orbital gap (spin up / spin down) ... 7.1 / 8.3 eV
Total charge ... -1
LUMO energy (spin up / spin down) ... 0.448 / 1.578 eV
Multiplicity ... 4

Atom charges from the Löwdin analysis, given in e for atoms 1 to 4: Cr 1.081; C -0.671; F 0.130; F 0.166



# CH5N2O2

A cluster of 2 separate species, CH5N2O2 in total (ωB97M-V/def2-TZVPD, the Open Molecules 2025 dataset).

Geometry as XYZ:
```
10
Properties=species:S:1:pos:R:3
C -2.015 -0.601 -0.182
N 2.280 0.489 -0.246
N -0.877 0.066 0.101
O -0.790 1.362 -0.014
O 1.750 -0.757 0.203
H -3.088 -0.112 -0.098
H -1.956 -1.738 -0.328
H 2.649 0.991 0.620
H 1.367 1.014 -0.301
H 0.679 -0.714 0.244
```

Properties
HOMO (spin up / spin down) ... -0.53 / -3.22 eV
Energy relative to the best compared isomer or geometry (same formula, charge and spin) ... 8.1 kcal/mol
⟨S²⟩ ... 2.01
Frontier orbital gap (spin up / spin down) ... 5.3 / 7.2 eV
Total charge ... -1
LUMO energy (spin up / spin down) ... 4.788 / 3.949 eV
Multiplicity ... 3

Atom charges from the Löwdin analysis, given in e for atoms 1 to 4: C -0.219; N -0.102; N -0.352; O -0.230



# C31H50ClN4O8SSi

A cluster of 4 separate species, C31H50ClN4O8SSi in total (ωB97M-V/def2-TZVPD, the Open Molecules 2025 dataset).

Geometry as XYZ:
```
96
Properties=species:S:1:pos:R:3
C -1.184 -3.030 2.225
C -2.775 -3.463 2.197
C -3.625 -2.223 2.884
C -4.525 -1.355 1.803
C -3.566 -0.338 0.886
C -2.823 0.835 1.500
Cl -2.930 1.277 3.317
C -1.829 1.813 0.576
O -1.775 3.134 0.763
C -0.977 0.993 -0.606
C 0.556 1.349 -1.064
C 1.422 2.557 -0.364
C 1.920 3.717 -1.414
O 2.037 5.066 -0.837
Si 3.191 5.128 0.490
C 2.417 4.565 2.203
C 3.760 6.984 0.769
C 4.724 4.005 0.175
C 1.253 0.408 -2.258
N 2.667 0.613 -2.779
C 3.615 -0.473 -2.236
C 3.514 -0.653 -0.607
C 0.386 -0.837 -2.955
C 1.008 -1.831 -4.135
O 1.183 -1.468 -5.415
O 1.344 -3.217 -3.669
C -1.177 -1.210 -2.489
S -2.075 -2.645 -3.344
C -1.817 -0.274 -1.305
C -3.359 -0.611 -0.751
O -4.357 -1.026 -1.546
H -1.156 -1.864 1.992
H -0.742 -3.152 3.325
H -0.519 -3.635 1.441
H -3.136 -3.720 1.091
H -2.910 -4.393 2.933
H -2.827 -1.564 3.467
H -4.382 -2.598 3.727
H -5.053 -2.155 1.104
H -5.392 -0.724 2.314
H 2.392 2.042 0.107
H 0.822 2.991 0.542
H 1.106 3.801 -2.282
H 2.901 3.316 -1.928
H 1.392 5.125 2.385
H 2.299 3.379 2.241
H 3.216 4.839 3.025
H 2.880 7.741 0.596
H 4.747 7.238 0.192
H 4.031 7.060 1.928
H 4.480 3.029 -0.432
H 5.192 3.649 1.213
H 5.593 4.572 -0.416
H 2.690 0.438 -3.827
H 4.731 -0.125 -2.475
H 3.453 -1.464 -2.841
H 2.497 -1.099 -0.236
H 3.790 0.383 -0.124
H 4.368 -1.410 -0.262
H -1.991 -3.822 -2.583
C 7.086 -2.807 -1.682
O 6.785 -1.692 -2.088
N 6.780 -3.997 -2.308
C 7.173 -5.280 -1.762
C 6.041 -3.965 -3.553
H 7.649 -2.946 -0.744
H 7.811 -5.793 -2.488
H 6.275 -5.877 -1.578
H 7.722 -5.158 -0.825
H 6.609 -3.387 -4.289
H 5.080 -3.470 -3.384
H 5.873 -4.977 -3.930
C -5.587 -4.260 5.824
O -4.743 -3.829 5.048
N -6.693 -5.004 5.472
C -7.648 -5.479 6.452
C -6.908 -5.323 4.075
H -5.519 -4.075 6.908
H -7.685 -6.572 6.410
H -8.634 -5.070 6.213
H -7.365 -5.168 7.461
H -6.048 -5.887 3.703
H -6.992 -4.392 3.507
H -7.819 -5.915 3.950
C -1.037 5.790 -3.075
O -0.635 6.592 -3.909
N -2.351 5.417 -2.892
C -2.748 4.459 -1.880
C -3.371 6.000 -3.739
H -0.345 5.288 -2.379
H -3.235 3.610 -2.367
H -3.450 4.940 -1.193
H -1.883 4.101 -1.315
H -3.145 5.763 -4.783
H -3.359 7.087 -3.614
H -4.359 5.611 -3.478
```

Properties
HOMO ... -4.99 eV
Energy relative to the best compared isomer or geometry (same formula, charge and spin) ... 435.7 kcal/mol
Frontier orbital gap ... 5.7 eV
Total charge ... -1
LUMO energy ... 0.724 eV

Atom charges from the Löwdin analysis, given in e for atoms 1 to 4: C -0.154; C -0.242; C -0.232; C -0.155



# H9O4

A cluster of 4 separate species, H9O4 in total (ωB97M-V/def2-TZVPD, the Open Molecules 2025 dataset).

Geometry as XYZ:
```
13
Properties=species:S:1:pos:R:3
O -0.288 2.062 -0.337
H -0.925 2.618 0.068
H 0.309 2.742 -0.736
O -0.720 -0.900 -2.198
H -1.234 -1.308 -2.921
H -0.913 0.057 -2.462
O 1.408 -1.287 2.112
H 2.197 -0.991 2.637
H 0.819 -1.741 2.820
O -0.410 -0.388 0.435
H -0.450 -0.796 -0.501
H 0.437 -0.690 0.983
H -0.230 0.623 0.101
```

Properties
HOMO ... -16.39 eV
Energy relative to the best compared isomer or geometry (same formula, charge and spin) ... 16.2 kcal/mol
Frontier orbital gap ... 13.1 eV
Total charge ... +1
LUMO energy ... -3.339 eV

Atom charges from the Löwdin analysis, given in e for atoms 1 to 4: O 0.018; H 0.074; H 0.131; O -0.056



# C4H3NO3

The molecule C4H3NO3 (ωB97M-V/def2-TZVPD, the Open Molecules 2025 dataset).

Geometry as XYZ:
```
11
Properties=species:S:1:pos:R:3
C -1.212 0.740 -1.934
C 0.046 0.487 -0.002
C 0.339 -0.592 1.790
C 1.286 -0.941 0.945
H -1.595 1.513 -2.663
H 0.223 -0.821 2.855
H 2.156 -1.494 0.993
N -0.419 0.410 1.160
O -1.534 -0.422 -1.904
O -0.413 1.326 -1.015
O 1.122 -0.204 -0.224
```

Properties
HOMO ... -10.02 eV
Energy relative to the best compared isomer or geometry (same formula, charge and spin) ... 34.5 kcal/mol
Frontier orbital gap ... 10.9 eV
LUMO energy ... 0.925 eV
Structure (SMILES) ... O=COc1ncco1

Atom charges from the Löwdin analysis, given in e for atoms 1 to 4: C -0.290; C -0.476; C -0.077; C -0.057



# C18H49N4O5Pd

A structure of composition C18H49N4O5Pd (ωB97M-V/def2-TZVPD, the Open Molecules 2025 dataset).

Geometry as XYZ:
```
77
Properties=species:S:1:pos:R:3
Pd 10.885 -7.560 16.434
C 7.483 -9.543 14.420
C 7.917 -9.415 15.890
O 9.279 -9.048 16.097
H 6.469 -9.940 14.374
H 8.177 -10.193 13.888
H 7.456 -8.547 13.976
H 7.716 -10.381 16.353
H 7.298 -8.718 16.455
C 9.812 -6.490 20.677
C 9.734 -6.877 19.225
C 9.386 -5.676 18.359
O 9.507 -5.935 16.927
C 8.369 -5.595 16.143
N 10.974 -7.602 18.898
H 8.841 -6.051 20.906
H 10.515 -5.676 20.853
H 10.045 -7.381 21.260
H 8.909 -7.573 19.075
H 10.040 -4.819 18.522
H 8.396 -5.311 18.632
H 7.417 -5.729 16.658
H 8.313 -6.131 15.196
H 8.304 -4.540 15.877
H 11.067 -8.356 19.564
H 11.727 -6.956 19.088
C 2.683 -10.016 8.795
C 2.521 -10.567 10.235
C 3.181 -9.725 11.385
O 4.102 -8.747 10.898
C 5.096 -8.430 11.879
N 1.092 -10.900 10.454
H 2.594 -8.931 8.751
H 1.966 -10.537 8.162
H 3.621 -10.196 8.269
H 3.131 -11.467 10.150
H 3.533 -10.467 12.102
H 2.312 -9.268 11.858
H 6.053 -8.945 11.794
H 4.716 -8.407 12.900
H 5.459 -7.440 11.603
H 0.582 -10.055 10.237
H 0.905 -10.966 11.444
C 8.889 -12.729 18.232
C 9.581 -13.405 17.114
C 8.704 -14.066 16.003
O 7.902 -15.092 16.561
C 7.339 -15.681 15.400
N 10.378 -12.333 16.622
H 8.090 -13.470 18.218
H 8.466 -11.727 18.174
H 9.409 -12.861 19.180
H 10.315 -14.116 17.495
H 9.458 -14.451 15.316
H 8.228 -13.234 15.483
H 6.638 -15.027 14.881
H 6.842 -16.551 15.831
H 8.001 -16.124 14.657
H 10.942 -11.893 17.335
H 9.897 -11.473 16.400
C 13.211 -3.890 15.480
C 12.031 -4.808 15.672
C 11.649 -5.516 14.287
O 10.827 -6.614 14.462
C 10.576 -7.323 13.259
N 12.360 -5.864 16.604
H 13.246 -3.091 16.221
H 13.211 -3.319 14.552
H 14.209 -4.328 15.505
H 11.103 -4.302 15.938
H 12.555 -5.804 13.753
H 11.106 -4.777 13.697
H 10.012 -6.653 12.610
H 10.065 -8.222 13.605
H 11.523 -7.535 12.763
H 13.128 -6.389 16.210
H 12.807 -5.510 17.437
```

Properties
HOMO (spin up / spin down) ... -10.20 / -10.19 eV
Energy relative to the best compared isomer or geometry (same formula, charge and spin) ... 68.4 kcal/mol
⟨S²⟩ ... 2.01
Frontier orbital gap (spin up / spin down) ... 7.6 / 5.5 eV
Total charge ... +1
LUMO energy (spin up / spin down) ... -2.642 / -4.659 eV
Multiplicity ... 3

Atom charges from the Löwdin analysis, given in e for atoms 1 to 4: Pd 1.001; C -0.090; C -0.364; O -0.308



Total energy for the records above, in order: -55609.316, -145143.360, -8187.285, -86518.339, -8329.422, -11828.035, -39125.449 eV
Max |F| for the records above, in order: 2.1, 3.2, 4.2, 8.5, 2.8, 2.5, 4.4 eV/Å